ORCA calculation (ωB97M-V/def2-TZVPD) on a cluster of 3 separate species, C3H10O3 in total.

Atoms and positions in Å:
C 2.324 0.878 -0.512
C 0.910 0.374 -0.396
C -0.007 1.028 0.291
O 0.379 2.002 1.213
H 2.440 1.950 -0.554
H 2.789 0.381 -1.371
H 2.957 0.512 0.305
H 0.677 -0.519 -0.944
H -1.040 0.703 0.253
H 0.248 1.571 2.064
O -0.501 -6.163 -0.275
H 0.459 -6.151 -0.378
H -0.682 -5.223 -0.427
O -2.614 2.496 -0.280
H -2.397 3.190 0.352
H -2.709 2.952 -1.121

spin multiplicity: 1
energy above the lowest of the compared OMol25 structures with the same formula, charge and spin: 115.3 kJ/mol
E_HOMO: -9.03 eV
structure (SMILES): C/C=C\O.O.O

Here are the Mulliken charges for atoms 1 to 4, given in e:
1. C -1.000
2. C -0.076
3. C -0.294
4. O -0.507

***

ORCA calculation (ωB97M-V/def2-TZVPD) on a cluster of 2 separate species, C13H31N2O8P4 in total.

Atoms and positions in Å:
C -6.420 4.960 -0.055
C -6.131 4.073 -0.803
C -5.872 3.140 -1.903
C -5.344 3.850 -3.158
N -3.956 4.233 -3.118
C -3.052 3.394 -2.340
P -1.435 3.406 -3.342
C -0.025 2.946 -2.252
O -1.194 5.025 -3.595
C -3.586 1.995 -2.028
P -2.570 1.023 -0.773
P -1.354 -0.417 -1.896
O -2.037 -1.699 -1.743
O 0.132 -0.438 -1.334
O -1.268 -0.011 -3.450
N -4.971 2.024 -1.411
H -6.618 5.908 0.397
H -6.834 2.691 -2.161
H -5.934 4.763 -3.239
H -5.616 3.254 -4.035
H -3.838 5.213 -2.922
H -2.838 3.881 -1.367
H -0.191 3.046 -1.178
H 0.357 1.967 -2.528
H 0.775 3.651 -2.501
H -1.107 5.445 -2.725
H -3.606 1.391 -2.939
H -1.766 1.973 -0.116
H 0.746 -0.499 -2.084
H -2.076 -0.363 -3.852
H -5.379 1.096 -1.539
H -4.875 2.138 -0.398
O 4.671 -4.172 1.528
P 4.157 -3.542 2.765
O 3.664 -2.040 2.334
C 3.043 -1.796 1.078
C 1.528 -1.813 1.176
O 5.501 -3.207 3.601
C 6.764 -3.765 3.232
C 7.532 -2.824 2.327
O 3.346 -3.610 4.160
C 1.923 -3.743 4.183
C 1.425 -4.945 3.406
H 3.380 -2.509 0.324
H 3.372 -0.805 0.758
H 1.165 -2.808 1.442
H 1.083 -1.538 0.223
H 1.181 -1.111 1.936
H 6.636 -4.742 2.769
H 7.321 -3.922 4.157
H 6.916 -2.472 1.499
H 8.416 -3.317 1.920
H 7.857 -1.942 2.882
H 1.462 -2.817 3.834
H 1.643 -3.851 5.231
H 1.787 -4.934 2.372
H 0.336 -4.963 3.388
H 1.779 -5.870 3.862

spin multiplicity: 1
energy above the lowest of the compared OMol25 structures with the same formula, charge and spin: 0.0 kJ/mol
E_HOMO: -11.58 eV
total charge: +1

Here are the Mulliken charges for atoms 1 to 4, given in e:
1. C 0.207
2. C -1.230
3. C 0.590
4. C -1.108

***

ORCA calculation (ωB97M-V/def2-TZVPD) on a structure of composition C25H21Br2IrN5O2S4.

Atoms and positions in Å:
Ir -1.238 -2.082 -0.216
O 5.126 2.315 -1.712
C 4.060 2.641 -0.970
O 3.732 3.783 -0.819
C 3.252 1.524 -0.369
C 2.577 1.807 0.812
C 1.670 0.903 1.331
C 1.442 -0.295 0.661
C 2.144 -0.608 -0.494
C 3.057 0.302 -1.004
N 0.396 -1.164 1.106
C 0.294 -1.373 2.360
C -0.845 -2.112 2.911
C -0.959 -2.371 4.264
C -2.084 -3.050 4.719
C -3.047 -3.439 3.804
C -2.857 -3.139 2.461
N -1.782 -2.489 2.028
H 5.364 1.385 -1.614
H 2.742 2.760 1.293
H 1.095 1.161 2.213
H 1.951 -1.540 -1.008
H 3.571 0.073 -1.930
H 1.040 -0.989 3.053
H -0.185 -2.046 4.947
H -2.204 -3.267 5.771
H -3.937 -3.966 4.115
H -3.585 -3.428 1.713
Br 0.138 -4.683 0.574
C 0.979 -5.081 -1.123
Br 0.639 -3.680 -2.401
H 0.555 -6.004 -1.497
H 2.046 -5.148 -0.957
S -2.785 -3.478 -1.247
S -4.627 -2.780 -1.422
S -4.718 -0.765 -0.694
S -3.068 -0.314 0.232
C -1.363 -0.080 -4.257
C -1.446 -0.931 -3.179
N -0.988 -0.585 -1.963
C -0.465 0.633 -1.789
C -0.351 1.565 -2.817
C -0.800 1.173 -4.076
C 0.292 2.883 -2.679
C 0.452 3.712 -1.643
C -0.013 3.645 -0.248
C 0.554 4.516 0.678
C 0.148 4.399 1.996
N -0.776 3.518 2.378
C -1.305 2.786 1.406
N -0.969 2.783 0.123
H -1.729 -0.398 -5.224
H -1.876 -1.919 -3.277
H -0.130 0.881 -0.798
H -0.711 1.854 -4.913
H 0.718 3.234 -3.614
H 1.029 4.606 -1.852
H 1.305 5.234 0.380
H 0.574 5.026 2.772
H -2.095 2.101 1.702

spin multiplicity: 6
energy above the lowest of the compared OMol25 structures with the same formula, charge and spin: 40.2 kJ/mol
E_HOMO (alpha / beta): -13.62 / -13.81 eV
total charge: +2

Here are the Mulliken charges for atoms 1 to 4, given in e:
1. Ir 1.121
2. O -0.475
3. C 0.440
4. O -0.474

***

ORCA calculation (ωB97M-V/def2-TZVPD) on the ion C4H9N2 with charge +1.

Atoms and positions in Å:
C -1.820 -0.931 0.177
C -0.674 -0.643 -0.406
N 0.138 0.467 -0.064
C -0.649 1.744 -0.008
N 1.374 0.474 0.032
C 2.005 -0.751 0.334
H -2.228 -1.912 -0.088
H -2.228 -0.399 1.062
H -0.310 -1.256 -1.250
H 0.002 2.529 0.128
H -1.260 1.928 -0.928
H -1.349 1.777 0.743
H 3.040 -0.741 -0.046
H 2.044 -0.666 1.384
H 1.472 -1.768 0.068

spin multiplicity: 1
energy above the lowest of the compared OMol25 structures with the same formula, charge and spin: 374.5 kJ/mol
E_HOMO: -15.47 eV
total charge: +1
structure (SMILES): C=C/[N+](C)=N\C

Here are the Mulliken charges for atoms 1 to 4, given in e:
1. C -0.759
2. C 0.025
3. N 0.711
4. C -0.885

***

ORCA calculation (ωB97M-V/def2-TZVPD) on a structure of composition C19H18NOSeV.

Atoms and positions in Å:
C 0.482 -2.355 1.171
C -0.846 -2.320 0.631
C -0.780 -1.770 -0.693
H -1.747 -2.700 1.105
C 0.624 -1.499 -0.981
C 1.390 -1.808 0.201
H 2.471 -1.752 0.285
H 0.776 -2.803 2.115
H -1.614 -1.678 -1.376
H 1.036 -1.201 -1.933
C -1.026 1.885 -0.254
C -0.566 2.281 1.045
C 0.856 2.108 1.095
H -1.189 2.713 1.825
C 1.299 1.604 -0.174
C 0.136 1.534 -1.030
H 0.155 1.373 -2.099
H -2.049 1.943 -0.624
H 1.514 2.390 1.915
H 2.328 1.423 -0.476
V -0.033 -0.056 0.459
O -0.231 -0.141 -3.287
C -1.391 -0.646 -3.889
C -0.178 -0.959 -4.729
H -1.828 -1.494 -3.369
H -2.066 0.096 -4.316
H 0.275 -1.951 -4.603
H 1.066 -1.877 -6.956
C 0.706 -0.851 -7.072
C 0.097 -0.216 -5.953
C -0.334 1.124 -6.108
H -0.765 1.640 -5.246
C -0.227 1.766 -7.343
H -0.586 2.793 -7.449
C 0.336 1.109 -8.446
H 0.414 1.614 -9.410
C 0.809 -0.205 -8.301
H 1.258 -0.722 -9.152
Se -0.226 -0.161 5.320
C -0.183 -0.128 3.579
N -0.163 -0.103 2.380

spin multiplicity: 2
energy above the lowest of the compared OMol25 structures with the same formula, charge and spin: 0.0 kJ/mol
E_HOMO (alpha / beta): -11.40 / -11.44 eV
total charge: +1

Here are the Mulliken charges for atoms 1 to 4, given in e:
1. C -0.645
2. C -0.569
3. C -0.220
4. H 0.482

***

ORCA calculation (ωB97M-V/def2-TZVPD) on a structure of composition C12H27INO5P2S.

Atoms and positions in Å:
C -0.077 0.092 2.985
C 0.051 0.619 1.557
C 0.940 -0.400 0.803
C 0.775 1.959 1.436
C -0.072 3.138 1.993
I 0.576 4.904 0.868
P 0.382 3.566 3.744
S -0.688 5.023 4.478
C -1.610 3.037 1.787
C -2.201 1.677 1.315
C -3.133 2.002 0.120
C -3.149 1.113 2.394
N -1.222 0.690 0.800
O -1.742 -0.486 0.721
H -0.550 0.772 3.689
H 0.928 -0.141 3.342
H -0.613 -0.857 2.978
H 0.775 -0.231 -0.262
H 0.653 -1.424 1.021
H 1.994 -0.199 0.992
H 1.109 2.162 0.422
H 1.674 1.896 2.061
H 0.299 2.425 4.559
H 1.717 4.004 3.661
H -2.093 3.296 2.733
H -1.927 3.803 1.089
H -3.924 2.688 0.409
H -2.516 2.366 -0.703
H -3.573 1.063 -0.222
H -2.652 0.921 3.343
H -3.861 1.919 2.589
H -3.731 0.274 2.027
C -0.209 -1.443 -2.742
O 0.968 -2.087 -2.244
P 2.275 -2.142 -3.229
O 2.545 -0.734 -3.563
O 1.493 -2.932 -4.442
C 0.771 -4.137 -4.164
O 3.728 -2.836 -3.569
C 3.887 -4.265 -3.486
H -0.468 -0.638 -2.057
H -0.072 -1.039 -3.742
H -1.021 -2.171 -2.757
H -0.250 -4.025 -4.529
H 0.738 -4.364 -3.097
H 1.242 -4.967 -4.690
H 3.593 -4.720 -4.433
H 3.304 -4.696 -2.674
H 4.939 -4.477 -3.311

spin multiplicity: 2
E_HOMO (alpha / beta): -8.66 / -8.66 eV

Here are the Mulliken charges for atoms 1 to 4, given in e:
1. C -1.778
2. C 1.525
3. C -1.703
4. C -1.637

***

Which formula does entry 3 have?
C25H21Br2IrN5O2S4